This record from OMol25 describes a 8-piece molecular cluster, C58H57F7NO8P overall. The level of theory is ωB97M-V with the def2-TZVPD basis set.

Summary:
**SMILES**: CC(=O)NCCCCC1=C(COO)C(=O)C(COC(C)=O)=C([PH2]=O)C1=O.Fc1ccccc1.Fc1ccccc1.Fc1ccccc1.Fc1ccccc1.Fc1ccccc1.Fc1ccccc1.Fc1ccccc1
**HOMO energy**: -9.145 eV
**Orbital gap**: 7.580 eV
**Total charge**: 0

The geometry in XYZ format:
```
132
Properties=species:S:1:pos:R:3:forces:R:3:mulliken_charge:R:1
C 5.625719 -3.546945 -0.307555 -0.129 0.098 -0.102 -0.544
C 5.360316 -3.637262 -1.790553 -0.191 0.158 0.102 0.220
O 6.223975 -3.953281 -2.575982 0.048 -0.370 -0.034 -0.617
N 4.044260 -3.376027 -2.209804 0.207 -0.087 -0.409 -0.233
C 3.610987 -1.964817 -2.082886 0.092 -0.222 0.559 -0.928
C 2.734787 -1.712731 -0.843535 -0.113 0.261 -0.068 -0.296
C 1.258507 -1.422106 -1.168701 0.020 -0.112 0.041 0.766
C 0.257334 -2.261705 -0.359461 0.096 -0.133 -0.156 -1.134
C -1.124773 -2.151897 -0.932430 -0.028 -0.109 0.167 0.928
C -1.889599 -1.056537 -0.938752 -0.121 0.005 0.031 1.038
C -1.559272 0.229095 -0.229807 -0.130 0.076 -0.116 -0.466
O -1.458000 -0.083690 1.153719 0.212 -0.011 0.043 -0.379
O -0.471279 0.830279 1.676251 -0.079 0.120 -0.087 -0.222
C -3.152971 -1.095538 -1.717272 0.105 0.011 -0.003 -0.899
O -3.573771 -0.109217 -2.283408 -0.254 -0.037 0.176 -0.653
C -3.887343 -2.408855 -1.787945 0.039 0.166 0.071 0.624
C -5.382992 -2.305617 -1.928901 -0.032 0.126 -0.138 -1.356
O -5.998771 -2.983390 -0.831247 0.080 -0.202 0.052 -0.116
C -7.168236 -3.626940 -1.086334 0.039 0.247 0.034 0.720
C -7.622086 -4.386918 0.121232 -0.251 -0.080 -0.016 -0.676
O -7.734292 -3.555619 -2.141658 0.050 -0.122 -0.006 -0.579
C -3.144801 -3.516497 -1.738814 0.099 0.022 0.065 0.303
P -3.738730 -5.236190 -1.789072 0.101 -0.132 -0.041 0.554
O -2.796755 -6.251991 -1.289973 0.026 0.007 0.059 -0.639
C -1.652524 -3.338866 -1.684328 0.043 0.088 -0.211 0.198
O -0.917525 -4.074168 -2.295567 -0.018 -0.072 0.136 -0.570
H 6.224001 -4.413202 -0.035557 0.078 0.066 0.066 0.094
H 4.703600 -3.552645 0.265345 0.000 0.038 0.047 0.342
H 6.188022 -2.640389 -0.079622 0.066 -0.030 0.001 0.280
H 3.983589 -3.697018 -3.168865 -0.008 0.177 -0.060 0.311
H 3.068407 -1.701061 -2.989419 0.010 -0.035 -0.019 0.591
H 4.491051 -1.321777 -2.049718 -0.021 0.049 -0.046 0.390
H 2.812541 -2.576882 -0.183868 -0.041 -0.015 -0.025 0.388
H 3.134292 -0.859441 -0.292219 0.065 -0.064 0.077 0.058
H 1.061862 -1.624495 -2.224751 0.039 0.012 -0.024 0.492
H 1.065795 -0.362547 -1.002453 -0.060 -0.009 -0.072 -1.205
H 0.576263 -3.301943 -0.424751 -0.053 -0.041 0.041 0.664
H 0.239091 -1.981755 0.694649 0.057 0.116 -0.028 0.393
H -0.621255 0.668696 -0.566827 0.043 -0.074 0.021 -0.302
H -2.353807 0.959228 -0.396456 0.015 0.042 0.006 0.668
H -0.257877 0.395598 2.511627 0.016 -0.043 0.065 0.286
H -5.736045 -2.713518 -2.876873 -0.001 -0.088 0.036 0.373
H -5.668358 -1.256209 -1.901892 -0.037 0.021 -0.039 0.467
H -7.700788 -3.715787 0.974652 0.058 0.014 0.035 -0.028
H -8.589670 -4.831010 -0.090547 -0.029 0.008 0.006 0.345
H -6.917940 -5.177819 0.378704 0.098 0.079 -0.022 0.303
H -4.936599 -5.142752 -1.069904 -0.085 0.010 -0.113 -0.093
H -4.170570 -5.382501 -3.121090 -0.062 0.018 -0.008 0.116
F 4.352355 1.063348 -2.183991 -0.021 0.057 -0.036 -0.299
C 3.716281 2.206183 -1.846941 -0.061 -0.024 -0.013 0.297
C 4.468604 3.292930 -1.455282 0.011 0.016 0.027 -0.751
C 3.802615 4.454989 -1.094614 -0.030 0.002 0.098 -0.388
C 2.416673 4.511810 -1.122855 -0.056 0.003 0.023 -1.034
C 1.684244 3.403079 -1.527303 0.057 -0.030 -0.001 -0.124
C 2.335100 2.234667 -1.903340 -0.005 0.002 0.034 -0.415
H 5.547454 3.225098 -1.437289 -0.001 -0.008 -0.008 0.545
H 4.372270 5.320477 -0.786301 0.008 -0.009 -0.009 0.469
H 1.907520 5.419669 -0.826901 -0.004 0.006 -0.029 0.509
H 0.602362 3.442832 -1.542305 0.001 0.001 -0.024 0.494
H 1.793508 1.356840 -2.229172 0.008 0.005 -0.026 0.683
F -0.812488 5.132474 -5.638202 0.011 0.006 -0.001 -0.285
C -1.583116 4.022096 -5.627853 -0.002 -0.008 -0.005 0.539
C -1.676377 3.290732 -4.461322 0.012 -0.028 0.023 -0.695
C -2.468934 2.150497 -4.455086 0.051 0.032 -0.011 0.066
C -3.145227 1.763330 -5.603997 0.002 0.002 -0.005 -0.816
C -3.031649 2.519022 -6.762891 0.004 -0.006 0.006 -0.223
C -2.245355 3.662921 -6.783991 -0.007 0.000 -0.011 -0.690
H -1.134632 3.614331 -3.582435 -0.004 0.017 -0.010 0.427
H -2.561223 1.561804 -3.552869 -0.021 0.020 0.001 0.497
H -3.760753 0.873816 -5.592159 -0.003 0.003 0.003 0.413
H -3.556650 2.218790 -7.660277 -0.003 0.005 0.002 0.360
H -2.142933 4.269523 -7.673227 0.010 0.002 0.002 0.432
F 5.334396 6.024502 -3.125541 0.126 0.064 -0.032 -0.287
C 4.664871 6.882712 -3.926445 -0.084 -0.058 0.004 0.548
C 5.114772 8.181973 -4.038161 0.012 0.013 0.002 -0.646
C 4.410723 9.050662 -4.860805 -0.012 -0.002 -0.010 -0.267
C 3.283551 8.615367 -5.544152 0.011 0.000 0.009 -0.628
C 2.855115 7.301705 -5.407546 -0.009 0.003 -0.009 -0.351
C 3.548586 6.418274 -4.592684 -0.019 0.002 -0.007 -0.383
H 5.993813 8.497082 -3.492904 0.005 -0.009 -0.002 0.418
H 4.747817 10.073422 -4.966794 -0.001 0.000 0.005 0.357
H 2.739647 9.298824 -6.182026 -0.001 -0.001 0.000 0.380
H 1.974980 6.958848 -5.935699 -0.001 -0.007 0.005 0.394
H 3.237949 5.389543 -4.468196 0.000 0.000 0.016 0.476
F -6.591812 -3.287094 3.559086 0.002 0.000 -0.002 -0.415
C -7.418574 -2.230454 3.717780 -0.063 0.029 -0.072 0.033
C -6.939685 -0.964907 3.445012 0.066 0.010 -0.049 -0.351
C -7.796196 0.114370 3.610534 -0.020 -0.005 0.020 -0.574
C -9.099287 -0.082154 4.048277 0.008 -0.004 0.000 -0.481
C -9.551019 -1.366854 4.317458 0.002 0.014 0.002 -0.360
C -8.709897 -2.458126 4.149344 -0.014 -0.039 0.000 -0.153
H -5.917744 -0.835585 3.114707 0.000 -0.017 0.001 0.584
H -7.439219 1.113452 3.397408 0.003 -0.001 0.005 0.409
H -9.761056 0.763391 4.178352 -0.001 -0.001 -0.001 0.409
H -10.564676 -1.525123 4.660906 0.000 -0.001 -0.005 0.398
H -9.040054 -3.468364 4.349979 0.014 -0.001 0.012 0.458
F -4.753519 0.360284 10.431481 0.000 -0.001 -0.001 -0.322
C -5.212279 -0.246274 9.316322 0.002 0.001 0.003 0.305
C -6.013443 0.473142 8.452494 -0.011 0.009 -0.014 -0.588
C -6.479076 -0.157414 7.307233 -0.001 -0.001 -0.006 -0.118
C -6.145168 -1.479421 7.047155 0.006 -0.009 0.028 0.007
C -5.339305 -2.177299 7.936122 -0.003 0.018 0.005 -0.481
C -4.861724 -1.561044 9.084536 0.006 -0.016 -0.007 -0.465
H -6.261490 1.500675 8.680547 0.010 0.001 0.007 0.429
H -7.106625 0.385849 6.612337 -0.005 -0.005 0.003 0.310
H -6.515734 -1.961543 6.154165 0.008 -0.010 0.019 0.156
H -5.079119 -3.208704 7.737134 0.005 0.003 -0.002 0.379
H -4.229496 -2.080822 9.791171 -0.005 0.007 0.009 0.422
F 7.859058 -5.874340 1.051462 0.008 -0.012 0.014 -0.355
C 8.917135 -5.082895 0.761787 0.002 0.017 -0.018 0.457
C 9.632558 -4.530005 1.804294 0.014 0.001 0.017 -0.622
C 10.715866 -3.717863 1.499252 -0.001 0.012 -0.010 -0.262
C 11.055481 -3.466942 0.176834 -0.009 -0.003 0.001 -0.543
C 10.308686 -4.031695 -0.848490 0.013 0.006 0.013 -0.361
C 9.226982 -4.852533 -0.563026 -0.017 -0.019 -0.022 -0.224
H 9.341195 -4.734635 2.825390 0.002 -0.018 -0.004 0.419
H 11.294159 -3.278116 2.301306 -0.004 0.003 0.000 0.352
H 11.898350 -2.829490 -0.054142 0.001 -0.001 -0.001 0.376
H 10.563579 -3.831535 -1.880725 -0.001 -0.005 0.000 0.368
H 8.625842 -5.296783 -1.344829 -0.028 0.037 0.002 0.396
F 3.636924 0.077849 2.335994 0.000 -0.004 0.000 -0.235
C 3.242591 1.273138 2.829382 -0.002 0.012 0.013 0.197
C 2.679214 2.190896 1.967214 -0.031 -0.034 -0.111 0.199
C 2.267533 3.412313 2.479278 -0.008 0.016 0.047 -0.305
C 2.429430 3.699269 3.828044 0.003 -0.021 -0.002 -0.756
C 3.003528 2.756488 4.670658 0.000 0.008 -0.005 -0.306
C 3.415989 1.526689 4.175553 -0.009 -0.006 0.014 -0.694
H 2.564396 1.948271 0.918423 0.001 0.012 0.001 0.296
H 1.817590 4.137619 1.814534 0.012 0.005 -0.001 0.389
H 2.109504 4.654471 4.222103 -0.002 -0.002 0.002 0.403
H 3.133975 2.976772 5.722037 -0.004 -0.004 0.000 0.367
H 3.862995 0.775561 4.812296 0.009 -0.002 -0.009 0.451
```
Positions in Å, forces in eV/Å.